Record 1
The following is a DFT calculation (ωB97M-V/def2-TZVPD) of C4H7OTb as an isolated structure in a non-equilibrium geometry.

```
13
C4H7OTb (ωB97M-V/def2-TZVPD)
C 0.205 0.323 -0.914
C 0.879 0.264 0.383
C 0.099 0.884 1.370
O -0.116 0.185 2.513
Tb 0.224 -1.887 3.097
H 1.025 0.383 -1.651
H 1.937 0.031 0.525
H -0.649 1.179 -0.297
C -0.791 -0.661 -1.495
H -0.996 -0.392 -2.542
H -1.773 -0.576 -1.009
H -0.366 -1.673 -1.564
H 0.322 1.939 1.583
```

Calculated values
Maximum force in eV/Å: 5.56
ΔE to the lowest compared entry with this formula, charge and spin in kJ/mol: 59.73
LUMO (spin up / spin down) in eV: -10.12 / -9.65
Kohn-Sham gap (spin up / spin down) in eV: 8.58 / 7.63
Net charge: +2
Multiplicity: 7

=====

Record 2
The following is a DFT calculation (ωB97M-V/def2-TZVPD) of a 11-piece molecular cluster, C28H84N14O11 overall in a non-equilibrium geometry.

```
137
C28H84N14O11 (ωB97M-V/def2-TZVPD)
C -1.358 6.782 11.238
O -1.458 5.405 11.678
C -0.188 4.966 12.036
C -0.149 3.440 12.076
C -0.847 2.744 13.327
N 1.190 2.886 11.816
H -2.339 7.206 11.452
H -1.430 6.930 10.161
H -0.650 7.413 11.775
H 0.607 5.436 11.457
H 0.050 5.196 13.074
H -0.682 3.108 11.185
H -0.428 3.144 14.251
H -0.726 1.662 13.272
H -1.921 2.921 13.387
H 1.518 3.274 10.943
H 1.204 1.881 11.719
C -7.000 4.032 5.329
O -6.358 3.701 4.092
C -5.045 3.119 4.305
C -4.274 3.382 2.935
C -4.903 2.476 1.856
N -2.934 2.951 3.121
H -8.034 4.344 5.185
H -6.628 4.984 5.706
H -6.746 3.360 6.149
H -4.529 3.640 5.112
H -5.209 2.108 4.678
H -4.176 4.465 2.853
H -4.192 2.493 1.030
H -5.853 2.783 1.420
H -5.019 1.410 2.052
H -2.622 2.451 2.301
H -3.023 2.164 3.747
C -4.752 1.274 8.362
O -3.602 0.622 8.317
C -2.673 0.863 9.433
C -2.915 -0.033 10.657
C -2.598 -1.516 10.446
N -4.231 0.105 11.200
H -5.502 0.806 7.724
H -4.776 2.242 7.861
H -5.156 1.480 9.354
H -1.737 0.750 8.886
H -2.787 1.881 9.805
H -2.314 0.363 11.475
H -2.467 -2.091 11.363
H -1.641 -1.752 9.980
H -3.281 -1.952 9.718
H -4.457 -0.611 11.875
H -4.864 -0.101 10.441
C -0.892 -1.755 6.808
O -1.462 -1.312 5.606
C -0.585 -1.180 4.487
C -1.175 -0.330 3.297
C -2.556 -0.847 2.874
N -0.471 -0.429 2.088
H -0.361 -2.705 6.746
H -1.574 -1.853 7.653
H -0.174 -1.019 7.170
H 0.263 -0.558 4.773
H -0.217 -2.075 3.985
H -1.157 0.706 3.633
H -3.170 -1.209 3.699
H -2.532 -1.747 2.259
H -3.112 -0.029 2.416
H -0.618 -1.338 1.673
H -0.826 0.210 1.390
C -4.632 -7.634 15.514
O -5.229 -7.781 14.209
C -4.468 -7.182 13.055
C -3.811 -5.812 13.216
C -4.901 -4.752 13.348
N -3.022 -5.368 12.072
H -3.723 -8.224 15.624
H -5.357 -8.074 16.199
H -4.337 -6.614 15.762
H -3.720 -7.884 12.689
H -5.213 -7.065 12.268
H -3.381 -5.686 14.210
H -4.586 -3.727 13.542
H -5.430 -4.899 14.290
H -5.625 -4.792 12.535
H -2.539 -4.502 12.264
H -2.334 -6.091 11.915
C -2.969 -0.274 14.657
O -2.910 -1.616 15.289
C -3.251 -1.617 16.638
C -3.187 -3.010 17.339
C -4.251 -4.053 17.049
N -3.187 -2.767 18.775
H -3.898 0.145 14.270
H -2.497 -0.308 13.675
H -2.425 0.472 15.238
H -2.673 -0.956 17.284
H -4.280 -1.259 16.646
H -2.202 -3.477 17.310
H -5.232 -4.018 17.522
H -3.924 -4.915 17.629
H -4.436 -4.287 16.000
H -3.982 -2.205 19.044
H -3.503 -3.671 19.095
N 1.089 -1.480 12.986
C 1.366 -0.973 11.801
N 2.235 0.043 11.815
O 0.986 -1.488 10.745
H 0.301 -2.072 13.210
H 1.474 -1.085 13.832
H 2.327 0.416 10.881
H 2.489 0.575 12.635
N -5.110 3.087 12.668
C -5.698 2.825 13.823
N -5.378 3.646 14.750
O -6.396 1.821 14.016
H -4.715 4.015 12.611
H -5.164 2.577 11.797
H -5.714 3.575 15.700
H -4.733 4.408 14.598
N -7.494 0.235 10.444
C -7.898 1.376 9.833
N -9.150 1.387 9.381
O -7.197 2.362 9.816
H -6.646 0.485 10.934
H -8.122 -0.513 10.701
H -9.568 0.509 9.105
H -9.433 2.194 8.843
N -5.799 5.411 10.327
C -4.575 5.634 9.849
N -3.738 4.632 10.053
O -4.289 6.649 9.262
H -6.318 6.251 10.109
H -6.106 4.551 10.759
H -2.764 4.736 9.809
H -4.129 3.855 10.566
O -2.407 1.326 5.802
H -2.265 0.383 5.709
H -2.645 1.443 6.721
```

Calculated values
Maximum force in eV/Å: 5.96
ΔE to the lowest compared entry with this formula, charge and spin in kJ/mol: 344.31
SMILES: COC[C@H](C)N.COC[C@H](C)N.COC[C@H](C)N.COC[C@H](C)N.COC[C@H](C)N.COC[C@H](C)N.NC(N)=O.NC(N)=O.NC(N)=O.NC(N)=O.O
LUMO in eV: 0.26
Kohn-Sham gap in eV: 9.09
Net charge: 0

=====

Record 3
The following is a DFT calculation (ωB97M-V/def2-TZVPD) of C12H26O5Si2Yb as an isolated structure in a non-equilibrium geometry.

```
46
C12H26O5Si2Yb (ωB97M-V/def2-TZVPD)
C -0.730 3.846 0.905
C -1.500 3.140 2.043
O -0.540 2.399 2.717
C -1.082 1.537 3.725
O -1.368 2.020 4.762
C -1.188 0.097 3.341
C -0.919 -0.241 1.870
C -1.550 -1.573 1.423
Si -0.300 -2.526 0.415
C 0.293 -1.503 -1.039
C -0.726 -0.476 -1.579
C -0.237 0.967 -1.556
C 1.127 1.260 -2.193
O 1.409 0.359 -3.251
C 2.761 0.201 -3.512
C 3.481 -0.830 -2.712
O 3.275 0.858 -4.363
O -0.920 -3.991 -0.012
Si 0.136 -5.220 -0.430
H -1.297 3.827 -0.047
H -0.452 4.862 1.238
H 0.202 3.313 0.742
H -1.978 3.873 2.710
H -2.299 2.529 1.615
H -0.447 -0.422 3.949
H -2.158 -0.266 3.668
H -1.278 0.550 1.219
H 0.163 -0.293 1.745
H -1.823 -2.181 2.284
H -2.474 -1.406 0.873
H 0.866 -2.769 1.306
H 1.222 -1.011 -0.769
H 0.540 -2.204 -1.835
H -1.075 -0.730 -2.574
H -1.613 -0.507 -0.944
H -0.967 1.573 -2.099
H -0.225 1.348 -0.529
H 1.084 2.261 -2.631
H 1.929 1.286 -1.453
H 3.598 -0.492 -1.683
H 2.930 -1.764 -2.675
H 4.458 -0.976 -3.153
H 0.235 -6.193 0.668
H 1.461 -4.614 -0.697
H -0.356 -5.865 -1.657
Yb -1.671 5.946 0.175
```

Calculated values
Maximum force in eV/Å: 2.45
LUMO in eV: -10.73
Kohn-Sham gap in eV: 3.45
Net charge: +2

=====

Record 4
The following is a DFT calculation (ωB97M-V/def2-TZVPD) of one molecule with the formula C6H8 in a non-equilibrium geometry.

```
14
C6H8 (ωB97M-V/def2-TZVPD)
C 2.202 1.217 0.430
C 1.191 0.398 0.291
C 0.328 -0.530 -0.011
C 0.281 -1.968 -0.177
C -1.299 0.134 -0.133
C -2.108 1.243 0.031
H 2.544 1.682 -0.487
H 2.556 1.743 1.333
H 0.567 -2.338 0.741
H 1.070 -2.270 -0.889
H -0.789 -2.170 -0.478
H -1.776 -0.697 -0.836
H -1.783 2.094 0.640
H -2.984 1.461 -0.456
```

Calculated values
Maximum force in eV/Å: 6.44
ΔE to the lowest compared entry with this formula, charge and spin in kJ/mol: 350.16
SMILES: C=C=C(C)C=C
LUMO in eV: 1.05
Kohn-Sham gap in eV: 9.99
Net charge: 0

=====

Record 5
The following is a DFT calculation (ωB97M-V/def2-TZVPD) of one molecule with the formula C4H8N4OS in a non-equilibrium geometry.

```
18
C4H8N4OS (ωB97M-V/def2-TZVPD)
C -0.593 2.364 -0.563
N -0.697 1.054 -0.603
O -1.230 0.147 -1.277
C 0.093 0.205 0.815
N 1.410 0.710 0.856
S 2.523 0.318 -0.391
N 1.707 -0.758 -1.352
C 0.613 -1.325 -0.983
C 0.053 -1.330 0.421
N -1.298 -1.925 0.492
H -1.209 2.942 -1.359
H -0.021 2.806 0.210
H -0.368 0.680 1.731
H 1.643 1.622 1.170
H 0.233 -1.990 -1.661
H 0.668 -1.757 1.156
H -2.013 -1.716 -0.120
H -1.515 -2.048 1.456
```

Calculated values
Maximum force in eV/Å: 4.62
ΔE to the lowest compared entry with this formula, charge and spin in kJ/mol: 301.07
SMILES: C=[N+]([O-])[C@@H]1NSN=C[C@@H]1N
LUMO in eV: 0.52
Kohn-Sham gap in eV: 8.39
Net charge: 0

=====

Record 6
The following is a DFT calculation (ωB97M-V/def2-TZVPD) of C21H26ClNOP2Tm as an isolated structure in a non-equilibrium geometry.

```
53
C21H26ClNOP2Tm (ωB97M-V/def2-TZVPD)
C -2.142 2.812 -2.388
C -1.723 1.553 -1.957
C -0.349 1.144 -2.252
C 0.653 2.198 -2.436
C 0.180 3.545 -2.379
C -1.185 3.837 -2.520
C 2.047 1.817 -2.373
C 2.374 0.432 -2.109
C 1.285 -0.524 -1.973
C 1.546 -1.844 -1.410
C 2.847 -2.334 -1.468
C 3.926 -1.429 -1.558
C 3.663 -0.060 -1.704
H -3.209 3.025 -2.523
H 0.901 4.355 -2.207
H -1.512 4.835 -2.801
H 2.698 2.528 -1.828
H 3.040 -3.405 -1.396
H 4.961 -1.810 -1.562
H 4.460 0.675 -1.520
N 0.006 -0.135 -2.062
Tm 0.561 0.812 2.823
C -2.580 0.608 -1.140
H -2.419 -0.441 -1.469
H -3.662 0.866 -1.175
C 0.423 -2.558 -0.690
H -0.508 -2.384 -1.259
H 0.636 -3.645 -0.603
P -1.998 0.678 0.713
P 0.166 -1.829 1.047
C 1.421 -2.816 1.944
H 1.291 -2.647 3.020
H 1.264 -3.878 1.725
H 2.429 -2.503 1.653
C -1.315 -2.803 1.408
H -1.035 -3.844 1.567
H -1.776 -2.411 2.312
H -2.016 -2.739 0.576
C -2.562 2.376 1.090
H -3.622 2.470 0.826
H -2.439 2.555 2.168
H -1.971 3.112 0.534
C -3.413 -0.249 1.344
H -3.256 -0.434 2.402
H -4.318 0.340 1.206
H -3.519 -1.201 0.830
C -1.071 -0.522 3.901
O -1.921 -0.955 4.560
H 0.653 1.164 1.201
Cl 2.997 1.701 3.263
C 2.744 0.250 2.353
H 3.099 -0.610 2.909
H 3.249 0.320 1.388
```

Calculated values
Maximum force in eV/Å: 5.80
ΔE to the lowest compared entry with this formula, charge and spin in kJ/mol: 84.12
LUMO (spin up / spin down) in eV: -4.54 / -4.51
Kohn-Sham gap (spin up / spin down) in eV: 5.45 / 5.48
Net charge: +1
Multiplicity: 3

=====

Record 7
The following is a DFT calculation (ωB97M-V/def2-TZVPD) of one molecule with the formula C5H12N2O2S in a non-equilibrium geometry.

```
22
C5H12N2O2S (ωB97M-V/def2-TZVPD)
C 1.840 0.085 0.997
C 0.391 0.360 0.539
C -0.540 1.014 1.655
C 0.430 1.374 -0.583
O 0.714 0.834 -1.845
N -0.183 -0.847 0.053
S 0.772 -1.727 -1.127
C -1.664 -0.655 -0.587
N -2.143 -1.777 -1.240
O -2.332 0.280 -0.239
H 1.736 -0.663 1.779
H 2.532 -0.132 0.210
H 2.075 1.045 1.501
H 0.111 1.529 2.440
H -1.018 0.130 2.159
H -1.283 1.639 1.046
H -0.409 2.047 -0.612
H 1.287 2.001 -0.334
H 1.673 0.637 -1.946
H 0.611 -2.961 -0.671
H -1.450 -2.357 -1.667
H -3.150 -1.853 -1.529
```

Calculated values
Maximum force in eV/Å: 5.22
ΔE to the lowest compared entry with this formula, charge and spin in kJ/mol: 87.71
SMILES: CC(C)(CO)N(S)C(N)=O
LUMO in eV: 0.50
Kohn-Sham gap in eV: 9.30
Net charge: 0

=====

Record 8
The following is a DFT calculation (ωB97M-V/def2-TZVPD) of a 2-piece molecular cluster, C2H6NO3 overall in a non-equilibrium geometry.

```
12
C2H6NO3 (ωB97M-V/def2-TZVPD)
C 0.046 1.222 -0.541
N 0.149 -0.097 0.114
C 0.000 0.025 1.514
O -0.931 -0.785 1.951
O 0.641 0.759 2.219
H -0.874 1.730 -0.295
H 0.880 1.846 -0.237
H 0.124 1.083 -1.617
H -0.625 -0.680 -0.192
H 0.013 -0.466 -3.231
H 0.341 -1.936 -3.315
O 0.129 -1.177 -3.868
```

Calculated values
Maximum force in eV/Å: 1.28
ΔE to the lowest compared entry with this formula, charge and spin in kJ/mol: 9.67
LUMO (spin up / spin down) in eV: 0.36 / -3.32
Kohn-Sham gap (spin up / spin down) in eV: 11.58 / 7.56
Net charge: 0
Multiplicity: 2

=====

Record 9
The following is a DFT calculation (ωB97M-V/def2-TZVPD) of one molecule with the formula C14H23NO3S in a non-equilibrium geometry.

```
42
C14H23NO3S (ωB97M-V/def2-TZVPD)
C 2.900 -0.576 0.213
C 3.256 -0.674 -1.265
C 2.123 -0.214 -2.183
C 1.969 1.302 -2.285
O 1.681 1.873 -1.020
C 1.120 3.167 -1.065
C -0.409 3.159 -1.170
C -1.055 2.545 0.076
N -0.750 1.139 0.233
S -1.739 0.054 -0.552
O -2.823 0.750 -1.189
O -0.944 -0.835 -1.351
C -2.411 -0.889 0.860
C -1.252 -1.497 1.558
C -0.644 -0.846 2.625
C 0.478 -1.385 3.229
C 1.011 -2.576 2.767
C 0.417 -3.226 1.698
C -0.708 -2.690 1.096
H 3.704 -0.979 0.825
H 2.732 0.458 0.497
H 1.993 -1.142 0.419
H 3.486 -1.715 -1.503
H 4.152 -0.082 -1.467
H 2.312 -0.576 -3.196
H 1.178 -0.643 -1.845
H 2.896 1.755 -2.673
H 1.158 1.522 -2.991
H 1.553 3.740 -1.896
H 1.416 3.648 -0.126
H -0.759 4.185 -1.292
H -0.724 2.580 -2.040
H -2.141 2.624 0.004
H -0.712 3.070 0.974
H 0.228 0.951 0.036
H -2.950 -0.163 1.461
H -3.091 -1.621 0.434
H -1.055 0.087 2.982
H 0.940 -0.872 4.060
H 1.888 -2.995 3.236
H 0.833 -4.152 1.329
H -1.163 -3.189 0.255
```

Calculated values
Maximum force in eV/Å: 1.04
ΔE to the lowest compared entry with this formula, charge and spin in kJ/mol: 136.08
SMILES: CCCCOCCCNS(=O)(=O)Cc1ccccc1
LUMO in eV: 0.81
Kohn-Sham gap in eV: 10.02
Net charge: 0

=====

Record 10
The following is a DFT calculation (ωB97M-V/def2-TZVPD) of one molecule with the formula C5H10N2.

```
17
C5H10N2 (ωB97M-V/def2-TZVPD)
C 1.191 -0.847 1.482
C 1.578 0.013 0.289
N 1.211 -0.396 -1.069
C 0.526 0.747 -0.488
C -0.926 0.815 -0.088
C -1.935 0.529 -1.132
N -1.899 -0.231 0.123
H 1.703 -1.819 1.468
H 0.113 -1.032 1.514
H 1.461 -0.359 2.427
H 2.601 0.394 0.353
H 0.635 -1.235 -1.075
H 0.694 1.693 -1.011
H -1.059 1.688 0.552
H -2.793 1.179 -1.278
H -1.565 0.026 -2.028
H -1.535 -1.166 -0.038
```

Calculated values
Maximum force in eV/Å: 0.71
ΔE to the lowest compared entry with this formula, charge and spin in kJ/mol: 219.31
SMILES: C[C@H]1N[C@H]1[C@H]1CN1
LUMO in eV: 1.14
Kohn-Sham gap in eV: 10.38
Net charge: 0